one.
8
Properties=species:S:1:pos:R:3 method="wB97M-V/def2-TZVPD" charge=+1 lumo_ev=-6.968 gap_ha=0.38578
C 2.017 -0.201 -0.562
C -2.073 0.302 0.048
N -1.280 -0.975 -0.135
N -1.337 -2.075 -0.201
N 0.933 -0.500 -0.393
O -1.893 1.233 -0.608
H 3.027 0.071 -0.729
H -2.782 0.099 0.862



two.
8
Properties=species:S:1:pos:R:3 method="wB97M-V/def2-TZVPD" charge=+1 lumo_ev="-10.439 / -10.444" smiles="O=C1N=NC=[NH+]1" gap_ha="0.24814 / 0.24613"
O 2.194 -1.318 -0.057
C 1.000 -0.285 0.056
N 1.051 1.054 0.038
N -0.133 1.493 0.009
C -1.004 0.515 -0.004
N -0.334 -0.676 0.046
H -1.946 0.888 -0.227
H -0.828 -1.672 0.139



one (97.7 kcal/mol below the next structure)



one.
8
Properties=species:S:1:pos:R:3 method="wB97M-V/def2-TZVPD" charge=+1 lumo_ev="-8.808 / -8.792" smiles="O=C1N=NC=[NH+]1" gap_ha="0.25082 / 0.25596"
O 1.333 -0.524 -1.844
C 0.584 -0.235 -0.958
N -1.111 -0.770 -0.957
N -1.472 -0.295 0.075
C -0.630 0.320 0.873
N 0.575 0.296 0.265
H -0.767 0.647 1.831
H 1.489 0.561 0.714



two.
8
Properties=species:S:1:pos:R:3 method="wB97M-V/def2-TZVPD" charge=+1 lumo_ev=-6.895 smiles="[H]/N=N/C=[N+]=C=O" gap_ha=0.32077
H 1.783 0.688 -0.170
N 1.181 0.410 0.648
N 0.373 -0.377 0.380
C -0.770 -0.767 0.035
N -1.328 -1.958 0.206
C -2.287 -2.696 0.317
O -3.007 -3.544 0.578
H -1.179 0.044 -0.697



two (17.7 kcal/mol below the next structure)



one.
12
Properties=species:S:1:pos:R:3 method="wB97M-V/def2-TZVPD" charge=+1 lumo_ev=-6.604 gap_ha=0.34909
C -0.767 -0.340 0.054
C 2.446 0.846 0.213
C -2.207 -0.192 0.015
N 0.117 0.548 0.326
N -0.108 -1.492 -0.481
N 1.062 -1.504 -0.551
N 1.401 0.146 0.148
H 3.376 0.409 0.152
H 2.275 1.906 0.176
H -2.746 -1.191 -0.241
H -2.437 0.566 -0.768
H -2.412 0.299 0.957



two.
12
Properties=species:S:1:pos:R:3 method="wB97M-V/def2-TZVPD" charge=+1 lumo_ev="-6.498 / -9.096" smiles="CN[N+]1=NC=C=N1" gap_ha="0.34158 / 0.24078"
C 1.321 -0.416 0.062
N 0.292 0.483 0.492
N -1.247 0.033 -0.005
N -2.151 1.051 0.129
C -3.343 0.401 0.065
C -2.967 -0.957 -0.093
N -1.700 -1.145 -0.072
H 2.178 -0.250 0.637
H 1.024 -1.479 0.381
H 1.763 -0.273 -0.999
H 0.331 1.501 0.312
H -4.367 0.924 0.265



one (104.9 kcal/mol below the next structure)



one.
43
Properties=species:S:1:pos:R:3 method="wB97M-V/def2-TZVPD" lumo_ev=0.412 gap_ha=0.34695
H 0.064 -1.371 5.513
N 0.865 -0.754 5.200
C 1.208 -1.171 4.070
N 0.652 -2.246 3.364
N 2.188 -0.580 3.352
C 3.124 -1.276 2.411
C 2.840 -1.257 0.905
C 2.475 0.125 0.514
C 0.910 0.195 0.338
N 0.270 0.036 -1.068
C 0.582 0.805 -2.101
O 1.737 1.337 -2.323
C -0.635 1.038 -3.011
N -0.087 1.472 -4.220
C -1.396 -0.137 -3.268
C -2.502 -0.397 -2.321
C -3.642 -0.931 -2.958
N -4.657 -1.085 -1.960
C -4.076 -0.526 -0.783
N -2.722 -0.334 -0.850
C 0.541 1.682 0.984
O 0.479 2.778 0.226
O 0.496 1.556 2.582
H 1.186 -2.463 2.293
H -0.409 -2.364 3.741
H 2.844 -0.045 3.786
H 3.376 -2.312 2.668
H 4.004 -0.733 2.461
H 3.711 -1.735 0.330
H 1.804 -1.738 0.640
H 3.091 0.711 -0.499
H 2.681 0.903 1.502
H 0.229 -0.407 1.014
H -0.800 0.286 -0.761
H -1.349 1.747 -2.573
H 0.980 1.885 -3.816
H 0.400 0.564 -4.839
H -1.743 0.215 -4.295
H -0.721 -0.960 -3.469
H -3.694 -1.015 -4.034
H -5.577 -1.248 -2.160
H -4.572 -0.388 0.221
H 0.682 0.635 2.994



two.
43
Properties=species:S:1:pos:R:3 method="wB97M-V/def2-TZVPD" lumo_ev=0.268 smiles="[H]/N=C(/N)NCCC[C@H](N)C(=O)N[C@@H](Cc1c[nH]cn1)C(=O)O" gap_ha=0.34774
H 5.592 1.094 1.101
N 5.434 0.116 0.670
C 4.474 0.038 -0.217
N 4.022 -1.308 -0.686
N 3.674 1.004 -0.808
C 2.194 1.004 -0.722
C 1.717 1.878 0.464
C 0.214 1.740 0.811
C -0.760 2.175 -0.338
N -0.470 3.634 -0.781
C -2.150 2.112 0.211
O -2.850 3.083 0.421
N -2.695 0.885 0.497
C -2.233 -0.453 0.072
C -1.789 -1.239 1.381
C -0.624 -2.077 0.993
C 0.673 -1.633 1.289
N 1.559 -2.220 0.300
C 0.730 -2.887 -0.516
N -0.623 -2.775 -0.171
C -3.528 -1.171 -0.526
O -4.626 -0.674 -0.646
O -3.284 -2.334 -1.074
H 4.863 -1.916 -0.462
H 3.995 -1.198 -1.732
H 4.165 1.957 -1.005
H 1.823 0.020 -0.573
H 1.844 1.519 -1.655
H 2.339 1.441 1.325
H 1.914 2.910 0.195
H -0.053 0.664 1.041
H -0.050 2.365 1.722
H -0.854 1.458 -1.171
H -1.540 4.176 -0.413
H -0.720 3.512 -1.880
H -3.757 0.884 0.244
H -1.480 -0.493 -0.735
H -1.489 -0.290 1.958
H -2.658 -1.660 1.905
H 1.078 -1.076 2.090
H 2.477 -1.956 0.138
H 1.070 -3.628 -1.197
H -2.293 -2.642 -1.058



two (153.1 kcal/mol below the next structure)



one.
30
Properties=species:S:1:pos:R:3 method="wB97M-V/def2-TZVPD" spin_multiplicity=6 charge=+2 lumo_ev="-7.469 / -10.277" gap_ha="0.35326 / 0.24974"
Fe 1.623 -1.242 -0.591
O 0.186 -0.077 -0.380
H -0.217 0.704 0.046
O -1.561 -2.440 0.893
H -2.482 -2.698 0.886
H -1.553 -1.589 1.331
O 0.423 -2.811 -0.807
H 0.173 -3.516 -1.405
H -0.230 -2.847 -0.108
O -2.479 0.598 -1.457
H -1.658 1.085 -1.390
H -2.224 -0.318 -1.343
O 1.788 -0.954 -2.539
H 2.496 -0.442 -2.931
H 1.253 -1.233 -3.282
O 1.896 -1.436 1.449
H 2.760 -1.458 1.860
H 1.281 -1.518 2.179
O -0.967 2.559 1.954
H -1.719 2.980 2.371
H -0.813 3.075 1.162
O -1.462 3.593 -0.805
H -1.039 3.100 -1.508
H -1.197 4.501 -0.956
O -1.228 -0.101 2.303
H -2.130 0.066 2.030
H -0.795 0.750 2.237
O 3.015 0.281 -0.374
H 3.931 0.172 -0.632
H 2.927 1.217 -0.193



two.
30
Properties=species:S:1:pos:R:3 method="wB97M-V/def2-TZVPD" spin_multiplicity=6 charge=+2 lumo_ev="-7.418 / -10.283" gap_ha="0.32460 / 0.21934"
Fe 18.013 -9.466 -21.312
O 19.786 -9.678 -21.180
H 20.607 -10.015 -21.549
O 20.311 -12.401 -22.414
H 20.560 -12.694 -23.303
H 21.161 -12.375 -21.929
O 21.139 -9.862 -18.658
H 20.770 -9.715 -19.539
H 21.780 -9.156 -18.499
O 17.935 -7.831 -20.086
H 17.183 -7.219 -19.990
H 18.580 -7.576 -19.400
O 22.624 -11.931 -20.666
H 23.383 -12.203 -20.128
H 22.044 -11.488 -20.025
O 18.276 -8.148 -22.859
H 19.220 -8.047 -23.176
H 17.783 -7.390 -23.215
O 17.575 -10.684 -19.802
H 17.724 -11.647 -19.873
H 17.122 -10.543 -18.951
O 21.077 -7.781 -23.190
H 21.288 -8.192 -22.346
H 21.822 -8.016 -23.762
O 17.913 -10.980 -22.651
H 18.742 -11.533 -22.656
H 17.303 -11.365 -23.302
O 24.111 -10.856 -22.712
H 24.113 -10.076 -23.277
H 23.455 -10.721 -22.008



two (12.2 kcal/mol below the next structure)



one.
14
Properties=species:S:1:pos:R:3 method="wB97M-V/def2-TZVPD" charge=+1 lumo_ev=-5.538 gap_ha=0.27018
C -0.178 0.049 -0.339
C -0.768 0.414 -1.499
C 1.210 0.624 0.195
C -1.145 -0.813 0.506
N -1.137 -0.939 1.804
S 2.773 1.891 -0.861
H -1.670 0.052 -1.778
H -0.265 1.044 -2.100
H 0.805 1.374 0.827
H 1.955 -0.166 0.347
H -1.988 -1.020 -0.005
H 3.531 0.751 -0.974
H -0.225 -0.836 2.230
H -1.935 -1.237 2.342



two.
14
Properties=species:S:1:pos:R:3 method="wB97M-V/def2-TZVPD" charge=+1 lumo_ev=-3.659 gap_ha=0.34535
C 1.832 -0.044 -2.587
C 0.776 0.266 -1.960
C -1.637 0.870 0.986
C -0.442 0.230 0.872
N -0.187 -1.079 0.320
S -1.777 2.464 1.524
H 2.616 -0.436 -3.063
H -0.432 2.652 1.724
H 0.340 1.038 -1.342
H -2.582 0.566 0.660
H 0.555 0.854 1.017
H 0.264 -0.970 -0.667
H -1.069 -1.489 0.224
H 0.606 -1.600 0.751



one (18.2 kcal/mol below the next structure)



one.
21
Properties=species:S:1:pos:R:3 method="wB97M-V/def2-TZVPD" charge=+1 lumo_ev=-4.004 smiles=CC(C)(C)[n+]1ccco1 gap_ha=0.41351
C 1.523 -0.740 -1.023
C 0.758 0.364 -0.317
C 1.417 0.817 0.964
C 0.381 1.489 -1.249
N -0.640 -0.328 0.112
C -0.973 -1.508 0.579
C -2.292 -1.436 1.049
C -2.660 -0.133 0.827
O -1.660 0.526 0.272
H 0.943 -1.162 -1.841
H 2.434 -0.326 -1.446
H 1.812 -1.536 -0.341
H 0.852 1.608 1.451
H 1.562 -0.006 1.660
H 2.397 1.215 0.710
H -0.263 1.134 -2.051
H -0.117 2.301 -0.725
H 1.285 1.887 -1.702
H -0.314 -2.355 0.559
H -2.872 -2.217 1.493
H -3.570 0.407 1.018



two.
21
Properties=species:S:1:pos:R:3 method="wB97M-V/def2-TZVPD" charge=+1 lumo_ev=-5.445 smiles="C=[N+]1OC12CCCCC2" gap_ha=0.34308
C -3.566 -0.163 0.373
N -2.312 0.091 -0.126
O -1.745 -0.021 -1.356
C -0.925 0.073 -0.134
C -0.214 1.363 0.201
C 1.109 1.259 -0.640
C 1.755 -0.043 -0.054
C 1.077 -1.336 -0.545
C -0.261 -1.277 0.208
H -4.386 -0.257 -0.434
H -3.546 -0.092 1.387
H -0.180 1.241 1.340
H -0.730 2.173 -0.152
H 1.675 2.057 -0.413
H 1.019 1.000 -1.726
H 2.745 0.030 -0.383
H 1.764 0.087 0.983
H 0.798 -1.278 -1.650
H 1.749 -2.090 -0.173
H -1.068 -1.957 0.120
H -0.158 -1.370 1.229



one (90.4 kcal/mol below the next structure)



one.
18
Properties=species:S:1:pos:R:3 method="wB97M-V/def2-TZVPD" lumo_ev=0.934 smiles=CCS.NCN gap_ha=0.35761
C -0.918 -2.194 -0.092
C 0.398 -2.710 0.444
S 1.426 -2.727 -0.918
H -0.834 -1.942 -1.124
H -1.158 -1.288 0.546
H -1.743 -2.824 0.008
H 0.728 -2.339 1.413
H 0.099 -3.684 0.809
H 1.856 -4.021 -1.011
N 0.527 3.675 -0.401
C -0.464 2.696 -0.053
N -0.042 1.313 0.189
H 1.277 3.736 0.391
H 0.149 4.507 -0.684
H -0.990 3.044 0.804
H -1.201 2.588 -0.806
H 0.424 1.027 -0.651
H 0.467 1.143 1.136



two.
18
Properties=species:S:1:pos:R:3 method="wB97M-V/def2-TZVPD" lumo_ev=0.921 smiles=CSC.NCN gap_ha=0.34921
C 0.560 1.792 0.910
S -1.168 1.848 0.621
C -1.435 1.641 -1.140
H 0.822 2.563 1.626
H 1.291 1.970 0.102
H 0.858 0.779 1.188
H -2.496 1.340 -1.095
H -1.262 2.548 -1.704
H -1.045 0.717 -1.546
N -0.163 -2.261 -0.763
C 0.982 -2.876 -0.168
N 2.032 -1.931 0.210
H -0.806 -1.867 -0.098
H 0.077 -1.516 -1.390
H 0.696 -3.435 0.726
H 1.353 -3.667 -0.835
H 2.983 -2.246 0.055
H 1.897 -1.014 -0.190



two (20.4 kcal/mol below the next structure)



one.
22
Properties=species:S:1:pos:R:3 method="wB97M-V/def2-TZVPD" lumo_ev=0.614 smiles="C=[SiH]C.CC(C)N" gap_ha=0.33093
C -0.254 -0.101 -1.981
Si 1.067 -0.062 -3.072
C 2.106 1.355 -3.864
H -0.475 -0.923 -1.360
H -0.771 0.842 -1.682
H 1.303 -1.342 -3.527
H 1.573 2.039 -4.536
H 2.462 1.945 -2.964
H 2.951 1.025 -4.410
C -1.770 0.730 1.199
C -0.988 -0.557 1.677
C 0.488 -0.200 1.787
N -1.218 -1.758 0.871
H -1.708 1.586 1.710
H -1.311 0.944 0.142
H -2.777 0.456 1.025
H -1.285 -0.874 2.708
H 0.457 0.533 2.539
H 0.987 0.212 0.774
H 1.214 -0.971 2.003
H -0.683 -1.805 -0.046
H -2.234 -1.786 0.564



two.
22
Properties=species:S:1:pos:R:3 method="wB97M-V/def2-TZVPD" lumo_ev="-0.545 / 0.159" gap_ha="0.28385 / 0.33568"
C -1.546 -0.053 0.804
C -1.085 1.200 -1.506
C -0.867 -1.304 -1.190
C 1.603 -1.427 1.745
C -0.712 0.106 -0.511
N 0.700 0.321 -0.248
Si 1.717 1.618 0.476
H -2.692 -0.147 0.761
H -1.071 -0.901 1.256
H -1.239 0.818 1.533
H -0.463 1.072 -2.367
H -0.601 2.080 -0.978
H -2.235 1.335 -1.796
H -1.989 -1.474 -1.229
H -0.426 -1.316 -2.163
H -0.447 -2.074 -0.519
H 1.099 -0.979 2.538
H 1.167 -2.275 1.228
H 2.654 -1.346 1.615
H 1.514 2.922 0.063
H 1.169 1.638 1.878
H 2.990 0.924 -0.067



one (49.1 kcal/mol below the next structure)



one.
10
Properties=species:S:1:pos:R:3 method="wB97M-V/def2-TZVPD" charge=-1 lumo_ev=3.313 gap_ha=0.24099
C -0.559 0.830 -0.659
C 0.420 0.208 0.333
O 0.123 -2.127 1.649
O -0.402 -1.946 -0.757
S 0.540 -1.690 0.299
Br 2.118 1.309 0.312
H -0.557 0.391 -1.660
H -0.222 1.889 -0.755
H -1.539 0.670 -0.160
H 0.078 0.466 1.396



two.
10
Properties=species:S:1:pos:R:3 method="wB97M-V/def2-TZVPD" charge=-1 lumo_ev=3.960 gap_ha=0.30657
C 1.114 -0.577 -0.283
C 0.181 0.224 0.730
O 0.219 1.577 0.945
O -1.161 1.308 -1.251
S -1.323 0.952 0.141
Br -2.964 -1.037 -0.072
H 2.190 -0.936 0.006
H 1.222 0.226 -1.056
H 0.603 -1.475 -0.753
H -0.080 -0.261 1.592



one (9.7 kcal/mol below the next structure)



one.
16
Properties=species:S:1:pos:R:3 method="wB97M-V/def2-TZVPD" lumo_ev="-2.734 / -2.705" gap_ha="0.19562 / 0.19551"
C -0.406 0.104 -1.025
C -1.635 -0.497 -0.962
C 0.196 -0.094 1.350
C 0.244 0.601 -2.285
C 1.419 -0.185 2.207
N 0.403 0.240 -0.034
S -0.869 -1.505 1.752
Cl -2.700 -0.432 -2.323
H -2.148 -0.726 -0.017
H -0.499 0.731 1.548
H 1.005 1.337 -1.988
H -0.541 1.267 -2.799
H 0.879 -0.212 -2.734
H 0.993 -0.306 3.257
H 1.776 0.852 2.102
H 1.884 -1.177 1.952



two.
16
Properties=species:S:1:pos:R:3 method="wB97M-V/def2-TZVPD" lumo_ev=0.869 smiles=S[C@@]12CCN[C@@H]1[C@H]2Cl gap_ha=0.34394
S -0.519 -2.603 -0.484
C 0.053 -0.919 -0.158
C 0.381 0.114 -1.282
C 0.075 1.461 -0.601
N -0.811 1.215 0.497
C -0.589 -0.118 0.951
C 0.810 -0.663 1.112
Cl 1.005 -1.872 2.366
H -1.743 -2.343 -0.832
H 1.377 0.104 -1.717
H -0.334 -0.089 -2.153
H -0.262 2.277 -1.244
H 1.019 1.924 -0.233
H -0.731 1.926 1.204
H -1.381 -0.456 1.584
H 1.653 0.041 0.991



two (82.7 kcal/mol below the next structure)